Molecular formula: C3H14N2O2
Method: DFT, ωB97M-V with the def2-TZVPD basis set

Summary:
Total energy in eV: -10412.750
Spin multiplicity: 1
HOMO-LUMO gap in eV: 9.80
ΔE to the lowest compared entry with this formula, charge and spin in kcal/mol: 24.0
HOMO level in Ha: -0.3362
SMILES: CCNCN.O.O

Last columns: bonded neighbours and bond lengths (Å).
Element x y z (Å)
1 C -0.0925 -0.5008 2.8842  C2 1.515, H6 1.094, H7 1.087, H8 1.088
2 C -0.4878 0.3426 1.6897  C1 1.515, N3 1.467, H9 1.094, H10 1.089
3 N -0.4756 -0.4469 0.4534  C2 1.467, C4 1.471, H11 1.015
4 C -0.3649 0.4400 -0.7146  N3 1.471, N5 1.471, H12 1.082, H13 1.099
5 N -0.5686 -0.2100 -2.0182  C4 1.471, H14 1.020, H15 1.013
6 H -0.6870 -1.4170 2.9492  C1 1.094
7 H -0.2518 0.0292 3.8198  C1 1.087
8 H 0.9604 -0.7728 2.8687  C1 1.088
9 H -1.4505 0.8352 1.8574  C2 1.094
10 H 0.2193 1.1627 1.5715  C2 1.089
11 H -1.3604 -0.9440 0.4245  N3 1.015
12 H 0.5822 0.9553 -0.6242  C4 1.082
13 H -1.1518 1.1980 -0.5974  C4 1.099
14 H -1.0839 -1.0812 -1.8948  N5 1.020
15 H -1.2467 0.3990 -2.4609  N5 1.013
16 O 1.1216 3.5183 -0.9672  H17 0.965, H18 0.962
17 H 0.6962 4.3763 -1.0855  O16 0.965
18 H 1.1494 3.0982 -1.8327  O16 0.962
19 O 0.6810 -3.2770 -0.9176  H20 0.971, H21 0.965
20 H 0.2186 -2.5781 -0.4262  O19 0.971
21 H 1.5638 -2.8890 -0.9540  O19 0.965